{
  "formula": "C4H6O",
  "method": "wB97M-V/def2-TZVPD",
  "elements": ["O", "C", "C", "C", "C", "H", "H", "H", "H", "H", "H"],
  "xyz": [[0.72023, 0.78019, -1.07902], [-0.04050, -0.41349, 0.61105], [1.25170, -0.18769, -0.17700], [-1.39679, -0.33739, -0.66778], [-0.57592, 0.76465, -0.51777], [-2.28545, -0.15724, -0.03956], [-0.10874, 0.07214, 1.58585], [1.61836, -1.08001, -0.69262], [2.05460, 0.25323, 0.42435], [-0.39337, -1.44038, 0.66283], [-0.84411, 1.74600, -0.11034]],
  "forces_ev_per_a": [[0.041, 0.139, -0.085], [0.168, -0.178, 0.337], [0.210, -0.225, 0.118], [-0.021, 0.306, -0.098], [-0.382, 0.061, -0.021], [0.146, -0.061, -0.079], [0.008, -0.017, -0.173], [-0.104, 0.133, 0.016], [-0.097, -0.110, -0.071], [0.063, 0.058, 0.132], [-0.031, -0.107, -0.077]],
  "total_energy_ev": -6287.756,
  "homo_ev": -8.521,
  "e_above_lowest_ev": 4.162,
  "spin_multiplicity": 1,
  "fmax_ha_per_bohr": 0.0081
}